P) 23
Properties=species:S:1:pos:R:3 method="wB97M-V/def2-TZVPD" orbital_gap_ev="7.474 / 7.489" total_charge=+1 lumo_ev="-4.254 / -4.061"
C -1.035 -1.329 0.266
C -0.898 1.122 -0.596
C 1.028 -0.081 0.135
C -2.275 -0.894 0.791
C -2.337 1.264 -0.553
C -3.124 -0.131 -0.221
C 3.191 1.209 -0.439
C 2.544 0.066 0.348
N 0.238 -1.163 0.452
N 0.361 1.010 -0.408
H -2.850 -1.824 0.876
H -2.048 -0.400 1.842
H -2.500 1.897 0.281
H -2.832 1.749 -1.340
H -3.029 -0.807 -1.147
H -4.209 -0.082 -0.002
H 4.217 1.080 -0.776
H 3.005 2.157 -0.056
H 2.748 1.226 -1.573
H 2.843 0.052 1.506
H 2.914 -0.922 -0.039
H 0.834 -1.947 0.536
H 1.091 1.756 -0.482

Q) 23
Properties=species:S:1:pos:R:3 method="wB97M-V/def2-TZVPD" smiles="C=C(C)/C=C/N=C/C(C)=[NH2+]" orbital_gap_ev="6.455 / 6.454" total_charge=+1 lumo_ev="-5.669 / -5.669"
C -4.011 -1.199 0.040
C -3.048 -0.272 -0.026
C -3.398 1.098 -0.560
C -1.738 -0.738 0.173
C -0.573 -0.082 0.303
N 0.617 -0.727 0.273
C 1.683 0.026 0.348
C 2.995 -0.315 -0.049
C 4.027 0.785 -0.057
N 3.372 -1.520 -0.345
H -4.988 -1.089 -0.360
H -3.936 -2.141 0.506
H -4.333 1.143 -0.958
H -2.659 1.411 -1.257
H -3.456 1.842 0.255
H -1.682 -1.861 0.321
H -0.394 0.974 0.037
H 1.508 1.132 0.666
H 3.576 1.790 0.434
H 4.278 0.985 -1.204
H 4.944 0.534 0.384
H 2.616 -2.189 -0.251
H 4.328 -1.591 -0.310

In order of decreasing stability: Q), P).

P) 23
Properties=species:S:1:pos:R:3 method="wB97M-V/def2-TZVPD" orbital_gap_ev=8.395 total_charge=+1 lumo_ev=-4.594
C -2.932 1.435 0.242
C -1.933 -0.823 -0.110
C 2.470 -0.755 0.817
C 0.147 -0.313 0.488
C 1.131 -1.441 0.394
C 1.979 -0.566 -0.546
C 0.879 0.504 -0.585
C 1.123 1.982 -0.374
N -2.595 0.223 0.022
N -2.218 -1.997 -0.614
H -3.030 1.716 1.255
H -3.157 2.036 -0.667
H 2.243 0.015 1.636
H 3.435 -1.338 1.031
H -0.196 -0.148 1.523
H 0.990 -2.445 0.628
H 2.584 -0.935 -1.344
H 0.275 0.303 -1.476
H 0.231 2.724 -0.630
H 2.042 2.362 -0.942
H 1.315 2.085 0.800
H -1.466 -2.607 -0.778
H -3.316 -2.018 -0.769

Q) 23
Properties=species:S:1:pos:R:3 method="wB97M-V/def2-TZVPD" smiles="C=CC[C@@]1(C)N=CC=[N+]1C" orbital_gap_ev=7.600 total_charge=+1 lumo_ev=-5.325
C -2.712 -0.476 -1.770
C -1.563 0.163 -1.569
C -0.239 -0.359 -1.280
C 0.156 0.296 0.041
C 0.548 1.753 0.037
N -1.292 0.398 1.119
C -0.919 -0.343 2.057
C 0.475 -0.835 1.961
N 1.031 -0.504 0.852
C 2.352 -0.712 0.407
H -3.610 0.116 -1.820
H -2.825 -1.592 -1.937
H -1.616 1.282 -1.713
H -0.139 -1.506 -1.175
H 0.440 0.036 -1.998
H -0.287 2.391 -0.420
H 1.345 2.001 -0.662
H 0.892 2.243 1.061
H -1.451 -0.511 3.051
H 1.010 -1.438 2.679
H 2.966 -1.475 1.005
H 3.104 0.038 0.654
H 2.335 -0.967 -0.578

R) 23
Properties=species:S:1:pos:R:3 method="wB97M-V/def2-TZVPD" orbital_gap_ev=9.876 total_charge=+1 lumo_ev=-2.619
C 2.552 1.130 -0.576
C 1.971 -0.308 -0.787
C 2.564 0.601 0.831
C 3.437 -0.024 -0.272
C 1.221 -0.007 0.466
C -1.559 -2.033 0.648
C -2.281 1.489 -0.862
C -1.164 -0.723 0.062
N 0.000 -0.153 0.842
N -2.081 0.420 0.141
H 2.316 1.983 -1.153
H 2.961 0.984 1.769
H 4.452 -0.245 -0.339
H -2.457 -2.407 0.081
H -0.792 -2.763 0.411
H -1.901 -2.016 1.733
H -1.210 1.718 -1.064
H -2.921 1.149 -1.677
H -2.803 2.464 -0.318
H -0.740 -0.818 -1.035
H -0.333 0.176 1.870
H -2.826 0.226 0.900
H 1.594 -0.843 -1.670

In order of decreasing stability: Q), R), P).

P) 10
Properties=species:S:1:pos:R:3 method="wB97M-V/def2-TZVPD" smiles=C#CCl.C#C.Br orbital_gap_ev=10.486 lumo_ev=0.571
C 1.663 1.530 -0.783
C 0.897 1.971 0.026
Cl -0.309 2.459 1.022
H 2.436 0.902 -1.134
C -0.117 -1.697 -0.195
C 1.093 -1.822 -0.168
H -1.159 -1.689 -0.315
H 2.109 -1.735 0.033
Br -2.692 0.066 1.007
H -3.921 0.014 0.507

Q) 10
Properties=species:S:1:pos:R:3 method="wB97M-V/def2-TZVPD" smiles="C=C(Cl)/C=C/Br" orbital_gap_ev=10.045 lumo_ev=0.669
C -0.764 1.790 -0.116
C 0.224 0.904 0.011
Cl 1.810 1.265 -0.515
C -0.274 -0.716 0.209
C 0.662 -1.624 0.070
Br 0.247 -3.499 0.285
H -0.567 2.750 -0.354
H -1.743 1.669 0.107
H -1.273 -0.998 0.184
H 1.677 -1.542 0.120

In order of decreasing stability: Q), P).

P) 9
Properties=species:S:1:pos:R:3 method="wB97M-V/def2-TZVPD" smiles="C1=NN=CC1" orbital_gap_ev=10.721 lumo_ev=0.743
C 0.920 -0.677 -0.014
N 0.055 -1.580 -0.082
N -1.228 -1.084 0.025
C -1.132 0.190 -0.026
C 0.309 0.670 -0.053
H 1.938 -0.941 0.073
H -1.903 0.885 -0.115
H 0.483 1.120 0.979
H 0.559 1.418 -0.788

Q) 9
Properties=species:S:1:pos:R:3 method="wB97M-V/def2-TZVPD" smiles="CC1=CN=N1" orbital_gap_ev=9.458 lumo_ev=-0.213
C 0.288 0.628 -0.188
C 0.615 -0.391 0.774
C 0.051 -1.798 1.141
N 0.989 -1.935 2.020
N 1.571 -0.558 1.612
H -0.880 0.940 -0.064
H 0.257 0.313 -1.204
H 0.954 1.479 0.154
H -0.708 -2.377 0.775

In order of decreasing stability: P), Q).

P) 9
Properties=species:S:1:pos:R:3 method="wB97M-V/def2-TZVPD" orbital_gap_ev=9.590 lumo_ev=0.767
N -0.724 2.042 -0.036
C -0.572 0.842 -0.123
C -0.878 -0.581 -0.430
C 0.268 -1.275 0.010
N 1.379 -0.604 0.451
H -1.782 -1.084 -0.420
H 0.542 -2.401 -0.152
H 2.353 -0.913 0.657
H 1.396 0.420 0.261

Q) 9
Properties=species:S:1:pos:R:3 method="wB97M-V/def2-TZVPD" orbital_gap_ev=10.165 lumo_ev=0.924
N 1.740 0.864 -0.521
C 1.815 -0.387 -0.151
C 0.425 0.025 -0.017
C -0.952 -0.344 -0.303
N -0.504 0.180 1.026
H 0.671 1.300 -0.533
H -1.639 0.319 -0.823
H -1.170 -1.406 -0.405
H -0.388 -0.551 1.727

In order of decreasing stability: P), Q).

P) 11
Properties=species:S:1:pos:R:3 method="wB97M-V/def2-TZVPD" smiles="C#CC(=O)C#CC" orbital_gap_ev=10.035 lumo_ev=-0.120
C 2.929 -0.942 0.563
C 2.134 -0.046 0.685
C 1.056 0.918 0.861
O 0.892 1.556 1.879
C 0.102 0.956 -0.236
C -0.928 0.482 -0.660
C -2.211 -0.164 -0.878
H 3.672 -1.699 0.443
H -2.775 0.130 -1.767
H -2.810 0.054 0.009
H -2.062 -1.245 -0.898

Q) 11
Properties=species:S:1:pos:R:3 method="wB97M-V/def2-TZVPD" orbital_gap_ev=9.588 lumo_ev=-0.991
C 0.013 0.746 -2.333
C -0.138 0.133 -1.017
C -0.263 -0.374 0.072
C -0.432 -0.954 1.391
O -1.161 -1.895 1.613
C 1.363 0.511 2.312
C 0.354 -0.304 2.486
H -0.967 0.913 -2.790
H 0.589 0.089 -2.992
H 0.533 1.706 -2.259
H 0.107 -0.570 3.516

In order of decreasing stability: P), Q).